The following is a DFT calculation (ωB97M-V with the def2-TZVPD basis set) of C3H5NO2 in the gas phase at a distorted geometry.

Positions of all 11 atoms, in Å:
N1 1.3585 1.0619 -0.1416
C1 0.8685 -0.1007 0.0839
O1 1.4850 -1.1308 -0.1109
C2 -0.6098 -0.3007 0.4989
C3 -1.5347 0.7554 0.0405
O2 -1.6082 -0.6301 -0.4562
H1 2.4649 1.0803 -0.1609
H2 1.1417 1.9919 0.4379
H3 -0.7159 -0.7511 1.6526
H4 -2.2192 0.6802 0.8540
H5 -1.5392 1.5298 -0.9946

Summary:
Energy, eV: -8773.5509
SMILES: NC(=O)[C@H]1CO1

***

The following is a DFT calculation (ωB97M-V with the def2-TZVPD basis set) of C3H5NO2 in the gas phase at a distorted geometry.

Positions of all 11 atoms, in Å:
O1 1.7753 -1.4764 -0.1727
C1 1.6203 -0.5133 0.5406
C2 0.4524 0.4186 0.4040
N1 -0.4761 -0.0557 -0.5605
C3 -1.9238 -0.2388 -0.2349
O2 -2.3806 -0.4117 0.8669
H1 2.3420 -0.2546 1.3347
H2 -0.0747 0.5013 1.3593
H3 0.8368 1.4292 0.1594
H4 -0.1025 -0.7294 -1.2318
H5 -1.8827 0.3197 -1.2024

Summary:
Energy, eV: -8774.4644
SMILES: O=CCNC=O

***

The following is a DFT calculation (ωB97M-V with the def2-TZVPD basis set) of C3H5NO2 in the gas phase at a distorted geometry.

Positions of all 11 atoms, in Å:
C1 -1.2635 -0.3596 -0.0867
N1 -0.7336 -1.5137 -0.2716
O1 0.6696 -1.5171 -0.2074
C2 1.3903 -0.2781 0.0657
O2 0.7574 0.8180 -0.5882
C3 -0.5038 0.8982 -0.0164
H1 -2.4331 -0.2698 -0.2447
H2 2.4060 -0.4274 -0.4328
H3 1.4787 -0.2143 1.2455
H4 -0.5763 1.2794 1.0968
H5 -1.1918 1.5846 -0.5601

Summary:
Energy, eV: -8773.8137
SMILES: C1=NOCOC1

***

The following is a DFT calculation (ωB97M-V with the def2-TZVPD basis set) of C3H5NO2 in the gas phase.

Positions of all 11 atoms, in Å:
C1 0.7699 -1.3135 0.8855
O1 0.1023 -0.0657 1.0408
C2 -0.2512 0.5194 -0.1360
N1 -0.7318 1.8537 -0.1025
C3 -0.1510 -0.0212 -1.3388
O2 -0.0337 -0.1700 -2.5092
H1 1.7023 -1.2216 0.3053
H2 1.0040 -1.6479 1.8942
H3 0.1324 -2.0696 0.3988
H4 -1.0853 2.0954 -1.0266
H5 -1.4579 2.0410 0.5883

Summary:
Energy, eV: -8774.6343
SMILES: COC(N)=C=O

***

The following is a DFT calculation (ωB97M-V with the def2-TZVPD basis set) of C3H5NO2 in the gas phase at a distorted geometry.

Positions of all 11 atoms, in Å:
N1 0.6766 2.4787 -1.1764
C1 0.6443 1.5564 -0.5434
C2 0.6056 0.3242 0.1096
O1 1.0550 -0.2977 -1.4863
C3 -0.7402 -0.1442 0.5749
O2 -0.5889 -1.4160 1.1300
H1 1.3989 0.1738 0.8350
H2 0.9508 -1.2502 -1.6744
H3 -1.4030 -0.1557 -0.2795
H4 -1.1392 0.5596 1.2912
H5 -1.4598 -1.8289 1.2192

Summary:
Energy, eV: -8774.4077
SMILES: N#C[C@H](O)CO

***

The following is a DFT calculation (ωB97M-V with the def2-TZVPD basis set) of a molecular structure, C3H5NO2 at a distorted geometry.

Positions of all 11 atoms, in Å:
O1 -1.5604 -0.9511 -0.4005
C1 -0.7114 0.3298 0.2509
C2 0.7607 -0.1314 0.3191
O2 0.7417 -0.8720 -0.8409
C3 1.7660 1.0085 0.3484
N1 2.5711 1.8441 0.3943
H1 -2.0247 -0.7452 -1.2401
H2 -0.7831 1.1712 -0.4390
H3 -1.2979 0.3692 1.1468
H4 1.0002 -0.6994 1.2455
H5 -0.4622 -1.3239 -0.7843

Summary:
Energy, eV: -8774.0370

***

- energy of number 2 (C3H5NO2)?
  -8774.4644 eV

***

- Among the records above, which one has the highest energy?
  number 1

***

Repeat the first record exactly.
The following is a DFT calculation (ωB97M-V with the def2-TZVPD basis set) of C3H5NO2 in the gas phase at a distorted geometry.

Positions of all 11 atoms, in Å:
N1 1.3585 1.0619 -0.1416
C1 0.8685 -0.1007 0.0839
O1 1.4850 -1.1308 -0.1109
C2 -0.6098 -0.3007 0.4989
C3 -1.5347 0.7554 0.0405
O2 -1.6082 -0.6301 -0.4562
H1 2.4649 1.0803 -0.1609
H2 1.1417 1.9919 0.4379
H3 -0.7159 -0.7511 1.6526
H4 -2.2192 0.6802 0.8540
H5 -1.5392 1.5298 -0.9946

Summary:
Energy, eV: -8773.5509
SMILES: NC(=O)[C@H]1CO1

***

Copy entry 2 word for word.
The following is a DFT calculation (ωB97M-V with the def2-TZVPD basis set) of C3H5NO2 in the gas phase at a distorted geometry.

Positions of all 11 atoms, in Å:
O1 1.7753 -1.4764 -0.1727
C1 1.6203 -0.5133 0.5406
C2 0.4524 0.4186 0.4040
N1 -0.4761 -0.0557 -0.5605
C3 -1.9238 -0.2388 -0.2349
O2 -2.3806 -0.4117 0.8669
H1 2.3420 -0.2546 1.3347
H2 -0.0747 0.5013 1.3593
H3 0.8368 1.4292 0.1594
H4 -0.1025 -0.7294 -1.2318
H5 -1.8827 0.3197 -1.2024

Summary:
Energy, eV: -8774.4644
SMILES: O=CCNC=O